Entry from the OMol25 dataset: one molecule with the formula C4H6O at a distorted geometry (ωB97M-V with the def2-TZVPD basis set).

Computed properties:
Multiplicity: 1
LUMO energy, eV: 0.96
HOMO-LUMO gap, hartree: 0.333

CARTESIAN COORDINATES (ANGSTROEM)
1 C 0.13 0.58 -1.37
2 C 0.27 0.60 0.42
3 C -0.80 -0.36 0.93
4 O -0.72 -1.32 -0.12
5 C 0.29 -0.68 -0.85
6 H 1.09 1.01 -1.70
7 H -0.19 1.50 0.01
8 H 1.21 0.76 0.95
9 H -1.79 0.10 0.99
10 H -0.55 -0.82 1.90
11 H 1.07 -1.38 -1.16

Atom charges from the Mulliken analysis, given in e for atoms 1 to 4: -0.683 -0.387 -0.397 -0.399

***

Entry from the OMol25 dataset: C4H6O2 as an isolated structure (ωB97M-V with the def2-TZVPD basis set).

Computed properties:
Multiplicity: 1
LUMO energy (spin up / spin down), eV: -0.32 / -0.35
HOMO-LUMO gap (spin up / spin down), hartree: 0.298 / 0.296

CARTESIAN COORDINATES (ANGSTROEM)
1 C -0.28 -1.72 0.47
2 C 0.08 -0.30 0.73
3 O 1.24 0.14 0.26
4 C 0.76 1.36 -0.16
5 C -0.28 1.42 -1.14
6 O -0.77 2.46 -1.56
7 H -1.20 -1.84 -0.12
8 H 0.54 -2.21 -0.06
9 H -0.44 -2.22 1.43
10 H -0.40 0.28 1.51
11 H 1.35 2.22 0.15
12 H -0.61 0.42 -1.50

Atom charges from the Mulliken analysis, given in e for atoms 1 to 4: -1.055 -0.022 -0.266 -0.147

***

Entry from the OMol25 dataset: one molecule with the formula C4H6O2 at a distorted geometry (ωB97M-V with the def2-TZVPD basis set).

Computed properties:
Multiplicity: 1
LUMO energy, eV: 0.29
HOMO-LUMO gap, hartree: 0.388

CARTESIAN COORDINATES (ANGSTROEM)
1 O 0.74 1.87 0.21
2 C 0.16 0.94 -0.39
3 C -1.35 0.47 -0.07
4 C -0.43 -0.83 0.52
5 C 0.60 -0.35 -0.51
6 O 2.01 -0.31 0.06
7 H -1.61 0.00 -1.15
8 H -2.06 1.17 0.46
9 H 0.04 -0.63 1.67
10 H -0.73 -1.92 0.25
11 H 0.61 -1.08 -1.46
12 H 2.01 0.68 0.40

Atom charges from the Mulliken analysis, given in e for atoms 1 to 4: -0.608 0.636 -0.563 -0.430

***

Entry from the OMol25 dataset: a 2-piece molecular cluster, C4H6O2 overall at a distorted geometry (ωB97M-V with the def2-TZVPD basis set).

Computed properties:
Multiplicity: 1
LUMO energy, eV: 1.09
HOMO-LUMO gap, hartree: 0.372

CARTESIAN COORDINATES (ANGSTROEM)
1 C -1.41 -0.48 -0.59
2 C -0.23 0.77 2.50
3 O 0.67 0.32 3.02
4 C 1.14 0.75 -0.54
5 C 0.95 -0.57 -0.52
6 O -0.22 -1.25 -0.59
7 H -2.22 -1.18 -0.77
8 H -1.39 0.28 -1.37
9 H -1.55 0.00 0.38
10 H 0.33 1.48 -0.62
11 H 2.15 1.14 -0.47
12 H 1.78 -1.26 -0.44

Atom charges from the Mulliken analysis, given in e for atoms 1 to 4: -0.643 0.134 -0.148 -0.837

***

Entry from the OMol25 dataset: one molecule with the formula C4H6O2 (ωB97M-V with the def2-TZVPD basis set).

Computed properties:
Multiplicity: 1
LUMO energy (spin up / spin down), eV: -0.24 / -0.50
HOMO-LUMO gap (spin up / spin down), hartree: 0.274 / 0.254

CARTESIAN COORDINATES (ANGSTROEM)
1 C 1.21 -0.37 -0.36
2 C -0.20 -0.08 -0.64
3 C -0.71 -1.01 0.54
4 O -1.38 -1.99 0.33
5 C -0.68 1.18 -0.16
6 O 0.16 1.85 0.57
7 H 1.69 -1.12 -0.98
8 H 1.06 1.47 0.29
9 H 1.56 -0.35 0.67
10 H -0.65 -0.46 -1.56
11 H -0.36 -0.67 1.53
12 H -1.70 1.55 -0.23

Atom charges from the Mulliken analysis, given in e for atoms 1 to 4: -1.516 0.619 -0.028 -0.508

***

Entry from the OMol25 dataset: C4H6O2 as an isolated structure (ωB97M-V with the def2-TZVPD basis set).

Computed properties:
Multiplicity: 1
LUMO energy, eV: 0.87
HOMO-LUMO gap, hartree: 0.349

CARTESIAN COORDINATES (ANGSTROEM)
1 O -2.07 0.54 -1.25
2 C -1.15 0.14 -0.47
3 C 0.14 0.05 -1.06
4 C 1.07 0.11 0.15
5 C 0.12 -0.30 1.29
6 O -1.23 0.04 0.84
7 H 0.26 -0.76 -1.77
8 H -0.97 0.79 -1.84
9 H 1.92 -0.59 0.09
10 H 1.48 1.11 0.32
11 H 0.26 0.24 2.23
12 H 0.12 -1.38 1.49

Atom charges from the Mulliken analysis, given in e for atoms 1 to 4: -0.590 0.662 -0.708 -0.360

***

Question: multiplicity of number 1 (C4H6O)?
Answer: 1